1.
14
Properties=species:S:1:pos:R:3:forces:R:3:nbo_charge:R:1 method="wB97M-V/def2-TZVPD" smiles="C[C@H](C#N)CC=O" fmax_ev_per_a=1.1 de_lowest_kcal_mol=19.5
C -1.051 -0.869 0.635 0.0 -0.1 0.0 -0.60
C -0.550 0.453 0.038 0.0 0.0 0.1 -0.31
C 0.862 0.352 -0.588 0.1 0.0 -0.1 -0.50
C 1.902 -0.115 0.410 0.0 -0.4 0.1 0.44
O 1.993 -1.262 0.779 0.0 0.5 -0.2 -0.51
C -1.477 0.925 -1.003 -0.6 0.3 -0.7 0.29
N -2.198 1.282 -1.834 0.7 -0.3 0.8 -0.32
H -2.091 -0.771 0.958 0.1 0.0 -0.1 0.22
H -0.442 -1.159 1.494 -0.1 0.1 -0.1 0.23
H -0.986 -1.674 -0.103 0.0 0.1 0.1 0.22
H -0.542 1.224 0.820 0.0 -0.1 -0.1 0.24
H 0.835 -0.371 -1.411 0.0 0.1 0.1 0.24
H 1.149 1.326 -0.993 0.0 -0.1 0.0 0.23
H 2.596 0.659 0.799 -0.1 -0.1 0.0 0.11

=====

2.
14
Properties=species:S:1:pos:R:3:forces:R:3:nbo_charge:R:1 method="wB97M-V/def2-TZVPD" smiles="CC(=O)[C@@H](C)C#N" fmax_ev_per_a=2.0 de_lowest_kcal_mol=35.2
C -1.797 -0.592 0.462 0.1 1.1 -0.3 -0.57
C -0.648 0.288 -0.370 -0.6 -0.9 0.3 -0.43
C -0.381 1.783 -0.403 -0.4 0.3 0.5 0.28
N -0.080 2.899 -0.548 -0.5 -1.9 0.3 -0.32
C 0.615 -0.503 -0.002 0.1 -0.8 0.2 0.60
O 0.410 -1.633 0.376 0.8 -0.1 -0.1 -0.54
C 2.038 -0.019 -0.037 0.1 0.1 0.0 -0.72
H -1.667 -0.518 1.550 -0.1 0.4 -0.4 0.22
H -2.772 -0.258 0.135 -0.3 0.4 0.3 0.21
H -1.778 -1.696 0.283 0.5 1.3 -0.5 0.26
H -0.920 0.093 -1.414 0.4 -0.2 0.0 0.27
H 2.577 -0.684 0.644 0.0 0.2 -0.2 0.25
H 2.183 1.023 0.248 -0.1 0.0 -0.1 0.24
H 2.442 -0.165 -1.045 -0.1 0.1 0.0 0.25

=====

3.
14
Properties=species:S:1:pos:R:3:forces:R:3:nbo_charge:R:1 method="wB97M-V/def2-TZVPD" smiles="C[C@H]1C=CNC1=O" fmax_ev_per_a=0.4 de_lowest_kcal_mol=2.5
C -1.831 0.239 0.221 0.0 0.0 0.0 -0.59
C -0.426 0.292 -0.366 0.0 0.0 0.0 -0.35
C 0.643 1.035 0.395 0.1 0.1 0.0 -0.26
C 1.757 0.300 0.412 -0.1 0.1 0.0 -0.01
N 1.548 -0.928 -0.235 0.0 -0.2 0.0 -0.63
C 0.217 -1.083 -0.577 -0.1 -0.2 -0.1 0.69
O -0.304 -2.104 -0.972 0.2 0.4 0.1 -0.59
H -2.271 1.243 0.246 0.1 -0.2 0.0 0.21
H -1.831 -0.162 1.240 0.1 0.1 -0.1 0.21
H -2.461 -0.406 -0.399 0.1 0.1 0.1 0.23
H -0.496 0.721 -1.379 0.0 0.0 0.1 0.24
H 0.534 2.023 0.813 0.0 0.0 -0.1 0.22
H 2.736 0.535 0.816 -0.2 0.0 0.0 0.22
H 2.185 -1.706 -0.215 0.0 0.0 0.0 0.41

=====

4.
14
Properties=species:S:1:pos:R:3:forces:R:3:nbo_charge:R:1 method="wB97M-V/def2-TZVPD" smiles=OCC#C[C@H]1CN1 fmax_ev_per_a=0.5 de_lowest_kcal_mol=76.9
O -1.844 -2.914 0.447 0.1 -0.2 -0.2 -0.70
C -2.006 -1.556 0.090 -0.1 0.3 0.0 -0.13
C -0.729 -0.842 -0.065 0.4 0.2 0.0 -0.03
C 0.341 -0.301 -0.201 -0.4 -0.2 0.1 -0.03
C 1.627 0.346 -0.354 -0.1 -0.1 -0.2 -0.16
C 1.735 1.801 -0.056 -0.1 0.2 -0.2 -0.24
N 2.354 0.825 0.827 0.0 -0.1 0.2 -0.56
H -1.287 -3.327 -0.226 -0.1 0.0 0.2 0.47
H -2.591 -1.450 -0.837 0.1 0.0 0.2 0.19
H -2.587 -1.097 0.895 0.1 0.0 -0.1 0.21
H 2.270 -0.080 -1.122 -0.1 0.1 0.1 0.22
H 0.828 2.311 0.267 0.2 -0.1 -0.1 0.20
H 2.427 2.406 -0.637 -0.1 -0.1 0.1 0.20
H 1.788 0.682 1.660 0.0 0.0 -0.1 0.36

=====

5.
14
Properties=species:S:1:pos:R:3:forces:R:3:nbo_charge:R:1 method="wB97M-V/def2-TZVPD" fmax_ev_per_a=0.5 de_lowest_kcal_mol=105.2
C 1.154 -0.912 -1.154 0.4 0.0 0.1 -0.26
N -0.251 -0.937 -1.595 -0.2 -0.2 0.0 -0.57
C 0.097 -0.224 -0.402 0.1 0.0 0.0 0.04
C -0.618 -0.291 0.946 0.0 -0.4 0.3 0.07
C -0.017 1.053 1.383 0.2 0.1 0.2 -0.41
C -0.417 1.168 -0.089 -0.1 0.4 -0.3 0.08
O -1.700 0.485 0.300 -0.1 0.3 -0.1 -0.51
H 1.590 -1.813 -0.729 -0.1 0.1 0.0 0.20
H 1.809 -0.355 -1.821 0.0 -0.1 0.2 0.20
H -0.718 -1.813 -1.372 0.1 0.0 -0.1 0.35
H -0.858 -1.165 1.557 -0.2 0.2 -0.1 0.20
H 1.026 1.138 1.692 0.0 -0.1 -0.2 0.20
H -0.708 1.616 2.016 0.3 -0.1 0.0 0.22
H -0.389 2.049 -0.732 -0.5 -0.2 0.1 0.20

=====

6.
14
Properties=species:S:1:pos:R:3:forces:R:3:nbo_charge:R:1 method="wB97M-V/def2-TZVPD" smiles="C#C[C@H](C)C(N)=O" fmax_ev_per_a=0.6 de_lowest_kcal_mol=33.5
C 0.058 -1.675 -0.186 0.0 -0.1 -0.1 -0.59
C 0.409 0.155 1.423 0.2 0.1 0.5 0.01
C 0.968 0.387 2.463 -0.2 0.0 -0.5 -0.24
O 1.240 0.655 -1.468 -0.4 0.0 0.1 -0.60
C 0.138 0.718 -0.960 0.2 0.0 -0.1 0.69
N -0.819 1.593 -1.378 0.0 0.1 0.0 -0.82
C -0.284 -0.221 0.185 0.0 -0.1 0.1 -0.39
H -0.708 -2.103 -0.836 0.1 0.1 0.0 0.21
H 0.134 -2.295 0.710 -0.1 0.1 -0.1 0.22
H 1.016 -1.688 -0.710 -0.1 0.0 0.1 0.24
H 1.469 0.611 3.379 -0.1 0.0 -0.1 0.24
H -0.568 2.270 -2.083 0.0 -0.1 0.1 0.41
H -1.691 1.716 -0.892 0.2 -0.1 0.0 0.39
H -1.364 -0.124 0.353 0.2 0.0 0.0 0.22

=====

7.
14
Properties=species:S:1:pos:R:3:forces:R:3:nbo_charge:R:1 method="wB97M-V/def2-TZVPD" fmax_ev_per_a=0.5 de_lowest_kcal_mol=143.4
O 1.432 -0.182 1.053 0.0 0.2 0.1 -0.67
C 2.225 -0.462 -0.495 0.3 -0.1 -0.1 -0.05
C 1.026 -0.112 -1.195 0.0 0.1 0.5 -0.30
C 0.370 0.171 -0.087 -0.2 0.0 -0.2 0.11
C -0.961 0.512 0.430 0.2 0.2 0.0 -0.17
C -2.095 0.356 -0.509 -0.1 0.1 -0.2 -0.23
N -1.966 -0.542 0.633 0.0 -0.3 0.0 -0.57
H 1.743 0.636 1.482 -0.1 -0.2 -0.1 0.49
H 3.075 0.226 -0.467 -0.1 -0.1 0.0 0.20
H 2.522 -1.507 -0.386 -0.1 0.1 0.0 0.21
H -1.009 1.300 1.181 0.0 -0.1 -0.1 0.21
H -1.852 -0.015 -1.502 0.0 0.0 0.2 0.21
H -2.930 1.050 -0.460 0.2 -0.1 0.0 0.20
H -1.579 -1.431 0.324 0.0 0.1 0.0 0.35

=====

8.
14
Properties=species:S:1:pos:R:3:forces:R:3:nbo_charge:R:1 method="wB97M-V/def2-TZVPD" fmax_ev_per_a=0.3 de_lowest_kcal_mol=119.3
O -1.957 -0.868 -0.480 0.0 -0.1 0.0 -0.67
C -1.161 -0.103 0.423 0.2 0.1 0.1 -0.08
C 0.124 -0.809 0.819 -0.1 -0.1 0.0 -0.12
C 1.207 -0.264 -0.029 0.1 0.0 -0.2 -0.10
C 0.579 0.785 -0.925 0.0 0.0 0.2 -0.62
C -0.802 1.098 -0.450 0.3 -0.1 0.0 0.17
N 1.130 0.085 1.388 0.0 0.3 0.1 -0.56
H -1.833 -0.521 -1.374 -0.2 -0.1 0.0 0.47
H -1.774 0.140 1.298 0.0 0.1 -0.2 0.20
H 0.116 -1.817 1.225 -0.1 0.1 -0.2 0.22
H 2.079 -0.837 -0.333 -0.2 0.1 0.0 0.22
H 0.319 0.413 -1.936 0.1 -0.1 0.0 0.28
H 1.210 1.661 -1.117 -0.2 0.0 0.0 0.26
H 0.764 1.037 1.490 0.1 -0.3 0.1 0.34

=====

9.
14
Properties=species:S:1:pos:R:3:forces:R:3:nbo_charge:R:1 method="wB97M-V/def2-TZVPD" fmax_ev_per_a=3.3 de_lowest_kcal_mol=131.8
O 2.736 0.187 -0.315 -0.4 0.2 -0.2 -0.49
C 1.660 0.566 -0.710 0.3 -0.2 0.0 0.44
C 0.359 0.032 -0.197 0.3 0.0 0.0 -0.21
C -0.799 -0.541 -0.998 -1.2 0.7 1.1 -0.30
N -1.303 -0.443 0.690 -0.1 0.7 -0.1 -0.34
C -0.698 0.903 0.534 0.2 0.8 0.4 -0.21
C 0.103 -0.985 0.894 0.0 -0.1 0.3 -0.24
H 1.573 1.401 -1.442 0.1 -0.1 0.0 0.11
H -1.230 0.151 -1.734 -0.4 -0.3 0.5 0.19
H -1.374 -1.386 -0.663 1.0 -2.2 -2.3 0.28
H -1.336 1.556 -0.071 0.4 0.1 0.2 0.19
H -0.438 1.356 1.493 0.2 0.2 0.0 0.18
H 0.499 -0.758 1.886 -0.1 0.0 -0.1 0.21
H 0.249 -2.041 0.632 -0.1 0.3 0.1 0.20

=====

10.
14
Properties=species:S:1:pos:R:3:forces:R:3:nbo_charge:R:1 method="wB97M-V/def2-TZVPD" smiles="O=C1CCC=CN1" fmax_ev_per_a=0.4 de_lowest_kcal_mol=0.3
O 1.358 2.245 0.490 -0.2 -0.3 -0.1 -0.60
C 0.722 1.255 0.184 0.0 0.1 0.0 0.69
C 1.297 -0.146 0.111 0.0 0.0 0.1 -0.50
C 0.229 -1.185 0.469 0.0 0.0 0.1 -0.44
C -0.994 -1.009 -0.391 -0.1 0.2 0.1 -0.26
C -1.394 0.246 -0.594 0.0 -0.2 0.0 -0.02
N -0.615 1.331 -0.155 0.1 0.1 0.0 -0.63
H 2.172 -0.181 0.766 -0.2 0.0 0.0 0.24
H 1.663 -0.293 -0.917 -0.2 0.0 0.2 0.23
H 0.643 -2.196 0.477 -0.1 0.1 -0.2 0.22
H -1.601 -1.856 -0.691 0.1 0.2 0.0 0.22
H -0.151 -0.996 1.483 0.4 0.0 0.2 0.21
H -2.337 0.517 -1.057 0.2 0.0 -0.1 0.21
H -0.991 2.267 -0.175 0.0 -0.1 0.0 0.41

=====

11.
14
Properties=species:S:1:pos:R:3:forces:R:3:nbo_charge:R:1 method="wB97M-V/def2-TZVPD" smiles=CO[C@H]1C[C@H]1C#N fmax_ev_per_a=1.1 de_lowest_kcal_mol=45.3
C -1.292 -0.053 -1.583 -0.1 0.1 -0.2 -0.25
N -0.921 -1.157 2.749 0.8 0.3 -0.6 -0.32
C -0.071 -0.796 2.051 -0.7 -0.3 0.6 0.29
O -0.558 -0.812 -0.644 0.0 0.0 0.1 -0.51
C 0.668 -0.285 -0.290 0.2 0.0 -0.1 0.12
C 0.757 0.998 0.472 -0.1 0.2 0.0 -0.42
C 0.980 -0.324 1.182 0.1 -0.1 0.1 -0.36
H -2.147 -0.672 -1.865 0.1 0.2 0.0 0.20
H -1.655 0.890 -1.149 0.1 -0.2 -0.1 0.17
H -0.699 0.174 -2.479 0.0 -0.1 0.1 0.17
H 1.488 -0.525 -0.969 -0.1 0.0 0.1 0.19
H -0.167 1.520 0.700 0.1 -0.1 0.0 0.24
H 1.630 1.627 0.329 -0.2 -0.1 0.0 0.23
H 1.987 -0.585 1.494 -0.2 0.0 0.0 0.26

=====

12.
14
Properties=species:S:1:pos:R:3:forces:R:3:nbo_charge:R:1 method="wB97M-V/def2-TZVPD" fmax_ev_per_a=0.8 de_lowest_kcal_mol=21.0
O 1.703 0.663 -2.211 0.0 -0.6 0.5 -0.53
C 1.431 -0.178 -1.434 0.1 0.0 -0.1 0.87
C -1.097 0.958 -0.669 -0.1 0.0 0.0 -0.67
C -0.703 0.801 0.772 0.1 -0.1 0.1 -0.16
C 0.008 -0.193 1.303 -0.1 0.2 -0.1 -0.22
C 0.637 -1.370 0.586 0.0 -0.1 0.2 -0.25
N 1.151 -1.121 -0.742 0.2 0.5 -0.4 -0.55
H -2.171 1.141 -0.755 0.1 0.1 0.1 0.22
H -0.578 1.803 -1.136 -0.1 -0.1 0.1 0.23
H -1.049 1.585 1.446 0.0 -0.2 -0.1 0.20
H 0.160 -0.202 2.382 0.0 0.0 -0.2 0.21
H -0.079 -2.198 0.513 0.1 0.1 0.0 0.22
H 1.471 -1.745 1.188 -0.1 0.0 0.0 0.21
H -0.884 0.057 -1.244 -0.1 0.2 0.0 0.21